Here is a gas-phase ion, C8H11N2O2 (charge +1) at a distorted geometry from the Open Molecules 2025 dataset. Energies are from wB97M-V/def2-TZVPD.

The calculated total energy is -571.0730 Ha. As for the spin multiplicity: 1. The HOMO energy is -12.9253 eV. The net charge is +1. Its SMILES is OC(O)[C@@H]1N=C[C@H]2C=CC=C[N@H+]21. The gap between HOMO and LUMO is 9.3 eV. The energy above the lowest of the compared OMol25 structures with the same formula, charge and spin is 392.0 kJ/mol.

Last column: Löwdin charge in e.
Element x y z (Å)
O 2.14549 -1.23901 0.88177  -0.0037
O 3.03146 0.80288 0.38034  0.0679
N -0.13734 -0.53537 0.00407  -0.0377
N 0.80094 1.25449 -1.27452  0.1179
C -2.51852 -1.11967 -0.42634  -0.0133
C -0.03642 1.76672 -0.50154  -0.0597
C -2.92467 0.12354 0.21260  -0.0513
C 2.56776 -0.33945 -0.08765  -0.3646
C -2.02342 1.02597 0.65386  -0.0279
C 0.91457 -0.18746 -0.97420  -0.1118
C -1.21669 -1.43871 -0.38829  -0.0223
C -0.54145 0.79084 0.58025  -0.1786
H 0.93639 -0.88835 -1.82168  0.1559
H 3.13630 1.38458 -0.43174  0.1657
H 3.24737 -0.92044 -0.79766  0.1771
H 0.63293 -1.04754 0.70774  0.1846
H -0.24236 2.80336 -0.46603  0.1275
H 0.00596 0.88106 1.59015  0.1935
H -3.24665 -1.97124 -0.59353  0.1514
H 2.48945 -1.02981 1.79592  0.1795
H -2.25375 1.95066 1.24423  0.1458
H -3.92902 0.32073 0.32575  0.0889
H -0.83833 -2.38779 -0.61348  0.1152

---

Here is a single C4H7F2N molecule at a distorted geometry from the Open Molecules 2025 dataset. Energies are from wB97M-V/def2-TZVPD.

The calculated total energy is -411.0362 Ha. As for the spin multiplicity: 1. The HOMO energy is -10.5702 eV. The net charge is 0. Its SMILES is [H]/N=C(\F)[C@H](F)CC. The gap between HOMO and LUMO is 11.6 eV. The energy above the lowest of the compared OMol25 structures with the same formula, charge and spin is 99.7 kJ/mol.

Last column: Löwdin charge in e.
Element x y z (Å)
F 0.18656 -1.94478 -0.32103  -0.0705
F 2.45319 -0.64864 -1.39514  0.0624
N 1.30727 1.40800 -1.17358  0.1653
C 1.51148 0.18277 -0.93447  -0.2977
C 0.65086 -0.75810 0.35157  -0.1727
C -1.75491 0.18326 0.14663  -0.1130
C -0.50153 -0.02649 0.95170  -0.2726
H -2.57386 0.34531 0.93893  0.0825
H -0.65344 -0.62598 1.84189  0.1123
H -1.91969 1.06318 -0.55433  0.0902
H 1.86864 1.91646 -1.83359  0.0550
H -0.02027 0.92127 1.22556  0.1153
H -2.02848 -0.91535 -0.22079  0.1137
H 1.47417 -1.10089 0.97665  0.1298

---

Here is 2 unconnected molecules or ions with the total composition C3H6OSe at a distorted geometry from the Open Molecules 2025 dataset. Energies are from wB97M-V/def2-TZVPD.

The calculated total energy is -2594.4558 Ha. As for the spin multiplicity: 1. The HOMO energy is -7.8439 eV. The net charge is 0. The gap between HOMO and LUMO is 8.6 eV. The energy above the lowest of the compared OMol25 structures with the same formula, charge and spin is 200.6 kJ/mol.

Last column: Löwdin charge in e.
Element x y z (Å)
Se -1.19069 -0.81267 -0.38563  0.8392
O 0.01135 -0.30978 2.91393  0.0478
C -1.08598 0.80417 -1.47950  -0.4427
C 0.68086 -0.76992 0.03990  -0.4096
C 0.90507 -0.48561 2.15843  -0.1209
H -0.93415 1.59404 -0.80769  -0.0130
H 1.16229 -1.63010 -0.21675  -0.0419
H -0.33924 0.71908 -2.30484  0.0400
H 1.89663 -0.22084 2.23702  0.0502
H -2.13011 0.87501 -1.92587  0.0348
H 1.02396 0.23662 -0.22899  0.0162

---

Here is a molecular structure, C33H39GeMnP2S2 at a distorted geometry from the Open Molecules 2025 dataset. Energies are from wB97M-V/def2-TZVPD.

The calculated total energy is -5987.3260 Ha. As for the spin multiplicity: 5. The HOMO energy (spin up / spin down) is -14.3652 / -14.3923 eV. The net charge is +2. The gap between HOMO and LUMO (spin up / spin down) is 7.4 / 6.2 eV. The energy above the lowest of the compared OMol25 structures with the same formula, charge and spin is 8.2 kJ/mol.

Last column: Löwdin charge in e.
Element x y z (Å)
Ge -0.24913 -3.16051 -1.16975  1.0187
Mn 0.12813 -0.91285 -0.30773  -0.0228
S -2.15228 -0.68578 -0.51620  0.4727
S 2.39951 -0.58716 -0.47777  0.4494
P 1.74498 1.32991 -0.15209  0.5471
P -1.60497 1.28471 -0.24201  0.5596
C 2.52455 4.52470 -2.49027  -0.0505
C -3.79222 3.92656 -3.22293  -0.0376
C -2.27498 1.32891 3.74682  -0.0498
C -1.86751 3.18650 1.70690  -0.0723
C -1.13470 -4.98278 1.54163  -0.2695
C 3.97763 2.50163 -1.23658  -0.0717
C -1.64818 -5.38201 0.15730  -0.2554
C 1.90541 1.78103 1.56618  -0.3380
C -2.11875 0.88504 2.44275  -0.0838
C 1.94539 3.14160 1.88801  -0.0612
C 1.97771 3.52401 3.21769  -0.0494
C 1.96331 2.55915 4.21716  -0.0435
C 0.82142 -3.45768 -2.72922  -0.3056
C -2.53426 3.42893 -3.53473  -0.0500
C 2.58673 2.53999 -1.14200  -0.3673
C 2.08455 -5.28360 -0.55471  -0.0942
C 1.89061 0.81219 2.57020  -0.0890
C -1.92432 1.81704 1.42130  -0.3511
C -4.38263 3.64096 -1.99773  -0.0430
C -3.71123 2.86051 -1.07288  -0.0685
C 1.92402 1.20969 3.89755  -0.0526
C 2.45289 -5.31237 -2.03399  -0.2411
C -2.01691 -3.96271 2.25614  -0.0941
C 3.90776 4.48725 -2.58565  -0.0400
C -1.81752 -4.21952 -0.84196  -0.3027
C 1.85521 3.54730 -1.76754  -0.0819
C 4.63489 3.47951 -1.96100  -0.0442
C -2.44236 2.36713 -1.38177  -0.3568
C -2.01999 3.61350 3.01317  -0.0481
C 1.30471 -4.90119 -2.94679  -0.2519
C -1.85720 2.64210 -2.61777  -0.0843
C -2.22338 2.68556 4.02819  -0.0401
C 0.07044 1.12321 -0.54297  -0.4533
H 1.96782 5.31156 -2.98038  0.1167
H -1.99035 4.67018 3.24085  0.1198
H 0.46877 -5.59960 -2.84628  0.1144
H 0.27358 -2.43417 0.33507  -0.0105
H -0.99237 -6.14158 -0.26827  0.0958
H -2.56482 -3.50903 -0.48173  0.0395
H -1.67233 -3.80405 3.27823  0.0822
H 4.42598 5.24782 -3.15376  0.1200
H 4.54248 1.71387 -0.75144  0.1117
H -4.16915 2.64064 -0.11604  0.1185
H -3.05035 -4.30845 2.30690  0.0905
H 5.71267 3.45794 -2.04107  0.1198
H 0.77405 3.57325 -1.68875  0.0910
H -2.35130 3.02657 5.04699  0.1205
H -2.01958 -2.99307 1.75454  0.0332
H 3.31508 -4.66547 -2.21337  0.1188
H -2.15150 -4.57253 -1.82026  0.0894
H 1.62721 -4.96377 -3.98781  0.1231
H 2.75924 -6.32041 -2.31573  0.1220
H 1.63296 -2.73144 -2.75447  0.0640
H 0.09784 -3.19702 -3.51445  0.0923
H -2.62926 -5.85126 0.25749  0.1248
H -0.11060 -4.59271 1.45895  0.0796
H -0.88120 2.23885 -2.86487  0.1010
H -2.17296 -0.17383 2.22137  0.0731
H 1.99790 2.86230 5.25514  0.1196
H -2.44548 0.61644 4.54229  0.1179
H 2.90837 -5.62026 0.07243  0.0956
H 1.93378 0.46687 4.68342  0.1172
H 1.23035 -5.93253 -0.34284  0.0727
H -5.36447 4.02814 -1.76432  0.1202
H 1.85709 -4.26226 -0.22467  0.0336
H 1.88974 -0.24191 2.32084  0.0816
H -4.31772 4.54095 -3.94143  0.1207
H 1.97498 3.88983 1.10613  0.1120
H -1.72101 3.90945 0.91367  0.1186
H -2.08451 3.65075 -4.49269  0.1176
H 2.02738 4.57292 3.47604  0.1191
H -1.05555 -5.88349 2.14929  0.1200

---

Here is a single C4H5NO molecule from the Open Molecules 2025 dataset. Energies are from wB97M-V/def2-TZVPD.

The calculated total energy is -285.3515 Ha. As for the spin multiplicity: 1. The HOMO energy is -10.0184 eV. The net charge is 0. Its SMILES is C#CCNC=O. The gap between HOMO and LUMO is 10.9 eV. The energy above the lowest of the compared OMol25 structures with the same formula, charge and spin is 165.7 kJ/mol.

Last column: Löwdin charge in e.
Element x y z (Å)
O -2.03182 1.27061 -0.76092  0.0164
N -0.40261 0.58292 0.68530  0.0141
C 0.62302 0.40234 -0.32510  -0.2021
C 1.48147 -2.12419 -0.46974  0.1090
C -1.66742 0.96299 0.35525  -0.3596
C 1.09090 -0.98704 -0.41475  -0.1153
H -0.21870 0.26524 1.62437  0.1343
H 0.17192 0.71900 -1.27018  0.1216
H 1.47384 1.06429 -0.12407  0.1247
H 1.82030 -3.13503 -0.53218  0.0259
H -2.34089 0.97885 1.23202  0.1310

---

Here is 9 unconnected molecules or ions with the total composition C5H27NO9 at a distorted geometry from the Open Molecules 2025 dataset. Energies are from wB97M-V/def2-TZVPD.

The calculated total energy is -938.5720 Ha. As for the spin multiplicity: 1. The HOMO energy is -9.7815 eV. The net charge is 0. Its SMILES is NCCCCC=O.O.O.O.O.O.O.O.O. The gap between HOMO and LUMO is 9.8 eV. The energy above the lowest of the compared OMol25 structures with the same formula, charge and spin is 275.2 kJ/mol.

Last column: Löwdin charge in e.
Element x y z (Å)
O 0.62194 0.17651 -4.69521  -0.0746
O 2.46532 -2.30547 2.00105  -0.0553
O 1.55893 0.04162 3.24581  -0.0796
O 2.50588 2.27654 2.58752  -0.0694
O -0.42356 2.54119 -3.53810  -0.0601
O -1.82073 4.39786 0.54575  -0.0381
O -2.59768 2.60608 -1.55290  -0.0776
O -3.04325 1.01479 0.53624  -0.0807
O 1.84242 -4.43685 -0.34139  0.0433
N -0.47520 0.05353 1.37955  0.0047
C 0.93517 -3.77732 -0.79957  -0.2397
C -0.10756 -3.19178 0.08364  -0.1644
C -0.04464 -0.89311 -0.88772  -0.2040
C 0.55375 -0.23574 0.35222  -0.2595
C -0.92774 -2.09448 -0.63810  -0.1810
H -0.47785 -0.00191 -1.37579  0.1105
H 0.76251 -1.06776 -1.60784  0.1040
H -1.29817 -2.52843 -1.56710  0.1174
H 1.28301 -0.90489 0.86653  0.0751
H -3.01322 1.63673 1.26473  0.0346
H -2.28779 0.40332 0.60629  -0.0056
H -3.08138 1.80814 -1.34095  0.0156
H -0.63443 -0.82721 1.85822  0.0755
H 1.17420 0.63439 0.14341  0.1133
H 0.22203 -2.76026 1.03007  0.0917
H -0.31778 3.48798 -3.50858  0.0401
H -1.73085 -1.79887 0.03821  0.1035
H -1.32254 3.85986 1.16646  0.0442
H -0.06799 0.60678 2.12071  0.0472
H 0.93052 -0.02549 -3.80551  0.0053
H 3.09338 -2.68871 2.61876  0.0639
H 1.78906 2.23047 1.94150  0.0210
H 2.87532 1.41044 2.36511  0.0324
H 2.23199 -2.94396 1.31609  0.0179
H 1.90086 0.56383 3.97651  0.0594
H -0.72648 -3.95690 0.57574  0.1372
H 1.82186 -0.88622 3.29522  0.0306
H -1.16544 4.83143 -0.00758  0.0554
H -0.08502 0.80789 -4.47698  -0.0007
H -1.19933 2.21365 -3.06413  0.0120
H 0.95153 -3.52006 -1.87406  0.1370
H -2.67107 3.24236 -0.83384  -0.0025

---

- The lowest energy above the lowest of the compared OMol25 structures with the same formula, charge and spin belongs to which entry?
  C33H39GeMnP2S2

---

- What is the calculated total energy in the second record?
  -411.0362 Ha